No. 1
Here is 2 unconnected molecules or ions with the total composition C5H10O from OMol25. Energies are from the ωB97M-V functional and the def2-TZVPD basis.

## Properties
**SMILES**: C1C[C@H]2C[C@@H]12.O
**E_HOMO**: -9.941 eV
**LUMO energy**: 1.02 eV
**Kohn-Sham gap**: 10.97 eV

Each line ends with the Mulliken charge.
Cartesian coordinates (Å):
O -1.33940 -0.30743 2.29298  -0.6379
C 1.22231 0.65401 0.21132  -0.6465
C 0.60960 -0.73119 0.01462  -0.3185
C 0.24948 -0.97353 -1.41295  -0.7429
C -0.06651 1.29500 -0.36995  -0.4208
C -0.64637 -0.09833 -0.60122  -0.5364
H 0.75028 -1.56532 0.70068  0.5945
H 1.36790 0.90995 1.26373  0.2526
H 0.85652 -0.58806 -2.22872  0.2196
H -0.17207 -1.96218 -1.58253  0.2579
H 0.03835 1.93796 -1.25025  0.2902
H -1.70266 -0.34379 -0.51124  0.4485
H -0.61416 1.83578 0.40754  0.2409
H -1.95959 -0.02033 1.61315  0.3338
H 2.15243 0.83554 -0.33719  0.2998
H -0.74611 -0.87809 1.79006  0.3652

No. 2
Here is 2 unconnected molecules or ions with the total composition C5H10O from OMol25. Energies are from the ωB97M-V functional and the def2-TZVPD basis.

## Properties
**SMILES**: C=C(C)CC=O.[H][H]
**E_HOMO**: -9.420 eV
**LUMO energy**: 0.92 eV
**Kohn-Sham gap**: 10.34 eV

Each line ends with the Mulliken charge.
Cartesian coordinates (Å):
O 1.53847 1.32204 1.77510  -0.4564
C 0.02200 -0.43411 1.12220  -0.6967
C 0.42342 0.98816 1.45214  0.0679
C 0.33244 -0.92496 -1.28947  -1.0632
C -0.46975 -0.50830 -0.31145  0.8771
C -1.88736 -0.06225 -0.56637  -1.1830
H 1.34652 -1.26199 -1.09073  0.3160
H -0.38514 1.74450 1.35386  0.2850
H -2.59808 -0.86124 -0.31842  0.2679
H -2.03580 0.20752 -1.61634  0.3759
H 0.00144 -0.94049 -2.32570  0.2713
H 2.78686 0.96524 -0.31852  -0.1819
H 0.89459 -1.07145 1.28339  0.3198
H 2.96234 0.77437 -1.01656  0.1826
H -2.15726 0.80308 0.05074  0.2909
H -0.77468 -0.74011 1.81614  0.3268

No. 3
Here is a molecular structure, C5H10O from OMol25. Energies are from the ωB97M-V functional and the def2-TZVPD basis.

## Properties
**E_HOMO (spin up / spin down)**: -8.566 / -7.380 eV
**LUMO energy (spin up / spin down)**: 0.81 / 0.08 eV
**Kohn-Sham gap (spin up / spin down)**: 9.37 / 7.46 eV

Each line ends with the Mulliken charge.
Cartesian coordinates (Å):
O 0.52108 0.10421 -1.38560  -0.4191
C 1.64198 -0.09477 -0.61644  -0.5060
C -0.34009 0.04316 -0.15070  1.6184
C -1.09833 1.34193 0.01445  -1.5567
C 0.94284 -0.07836 0.69956  -0.8713
C -1.22365 -1.18253 -0.21892  -1.4921
H 1.08959 0.80220 1.34395  0.3571
H 2.42081 -0.71735 -1.04592  0.3205
H -1.61800 1.34988 0.98160  0.3616
H -1.84740 1.45793 -0.77742  0.3630
H -0.42255 2.20439 -0.01836  0.3734
H -1.93710 -1.09776 -1.04604  0.3483
H 3.04541 0.20051 0.55566  0.1084
H -1.78944 -1.28147 0.71672  0.3425
H 1.24223 -0.96090 1.30827  0.2934
H -0.62738 -2.09104 -0.36081  0.3587

The relative energy (zero: lowest compared OMol25 entry of this formula, charge and spin) results, record by record, are as follows: 188.0; 186.6; 522.0 kJ/mol.